Entry 1:
46
Properties=species:S:1:pos:R:3:forces:R:3 method="wB97M-V/def2-TZVPD" smiles="COc1cc(CNCCO)ccc1OCC(=O)Nc1ccc(Br)cc1" homo_ev=-8.24 molar_mass_g_mol=409.28
C -2.28924 -1.15361 -2.72277 0.1 -0.1 -0.3
H -1.30903 -0.67712 -2.62662 0.0 0.0 0.0
O -2.92074 -1.28723 -1.47027 -0.3 0.3 0.5
C -2.97040 -0.20953 -0.63446 -0.1 -0.1 0.1
C -2.73968 1.09407 -1.06353 -0.2 0.0 0.0
C -2.78284 2.17351 -0.18966 -0.1 -0.1 -0.1
C -3.08472 1.94345 1.14387 0.0 0.0 -0.1
C -3.31525 0.65680 1.58599 0.0 -0.2 -0.2
C -3.25193 -0.43361 0.72378 0.0 0.2 -0.1
O -3.46064 -1.65252 1.32478 -0.1 0.3 0.0
C -3.08364 -2.85004 0.67829 0.0 -0.6 -0.3
C -1.62869 -2.86832 0.19589 -0.3 0.1 0.4
O -1.25575 -3.58187 -0.70538 0.0 -0.2 -0.2
N -0.84448 -2.01867 0.91321 -0.2 0.1 0.4
C 0.45632 -1.58582 0.65626 0.4 0.0 -0.1
C 1.16201 -1.96441 -0.48174 -0.2 -0.1 0.0
C 2.42669 -1.45724 -0.70881 0.1 0.2 0.1
C 2.98615 -0.58238 0.20461 0.2 0.1 0.0
C 2.30586 -0.21014 1.35051 0.0 0.0 -0.1
C 1.03968 -0.71080 1.57060 0.0 -0.2 -0.1
H 0.49242 -0.41210 2.45338 -0.1 0.0 0.1
H 2.75588 0.46995 2.05719 0.0 0.0 0.0
Br 4.72116 0.12742 -0.11568 -0.1 0.0 0.0
H 2.97184 -1.73866 -1.59652 0.0 0.0 0.0
H 0.71518 -2.64804 -1.18420 0.0 0.0 0.0
H -1.28349 -1.57732 1.71188 0.0 -0.1 -0.2
H -3.21627 -3.62960 1.43636 0.0 0.1 -0.1
H -3.72938 -3.07886 -0.17457 0.2 0.0 0.1
H -3.54232 0.45965 2.62223 0.0 0.0 0.1
H -3.11613 2.77310 1.83111 0.0 0.1 0.1
C -2.49018 3.57252 -0.66820 0.0 0.1 0.0
N -1.47830 4.21127 0.16277 -0.2 0.5 -0.1
H -1.61668 5.21455 0.14686 0.0 -0.1 0.0
C -0.09763 3.92129 -0.19122 0.2 -0.4 0.2
C 0.38793 2.56103 0.33920 0.1 0.4 0.0
O 0.27242 1.51188 -0.58906 -0.2 -0.2 -0.4
H -0.66756 1.38324 -0.78071 0.2 -0.1 0.1
H -0.15403 2.32740 1.26462 0.1 0.1 0.0
H 1.45551 2.62296 0.55988 0.0 0.0 0.1
H 0.07129 3.94055 -1.28166 0.0 0.0 0.1
H 0.51949 4.69919 0.26168 0.0 0.0 0.0
H -2.19842 3.54928 -1.73266 -0.1 0.0 0.1
H -3.40908 4.16113 -0.58591 0.1 0.0 -0.1
H -2.54169 1.27437 -2.10985 0.1 0.0 -0.1
H -2.15960 -2.17258 -3.08393 0.0 0.1 0.0
H -2.91014 -0.59193 -3.42773 0.0 0.0 0.0

Entry 2:
44
Properties=species:S:1:pos:R:3:forces:R:3 method="wB97M-V/def2-TZVPD" spin_multiplicity=4 charge=-2 homo_ev="0.52 / -0.54" molar_mass_g_mol=545.93
C -0.16541 2.46925 -1.17902 -1.6 0.3 0.4
C -0.28617 3.10616 0.09437 -1.0 -0.7 -0.4
C -1.49113 2.66221 0.70287 -0.2 -0.4 -0.8
C 0.58713 4.17809 0.62457 0.4 0.2 0.3
C -2.11746 1.71161 -0.16210 0.4 1.7 0.0
C -1.34643 1.63659 -1.36822 0.1 1.1 1.0
C -1.87928 1.20164 -2.67350 0.0 -0.5 -0.4
C 0.75461 2.87936 -2.25018 0.5 0.1 -0.6
C -2.01803 3.12314 2.01094 -0.2 0.3 0.6
C -3.45738 1.10971 0.06612 -0.3 -0.2 0.0
Re 0.16088 0.47023 -0.09119 0.4 -1.3 -0.2
Cl 0.84871 1.63564 2.67370 1.5 1.2 1.1
Cl 2.39015 0.77226 -0.11336 2.1 0.6 -0.4
Cl -0.97079 -0.20595 1.82657 -2.7 -1.2 1.0
H 1.46259 4.32104 -0.01968 -0.1 0.0 0.2
H 0.92981 3.91253 1.63900 -0.1 0.1 -0.3
H 0.04015 5.13779 0.67025 0.1 -0.2 0.0
H -1.21163 3.22694 2.76794 -0.5 -0.2 -0.4
H -2.80786 2.45272 2.40130 0.5 0.2 -0.1
H -2.49853 4.11385 1.87395 0.1 -0.2 0.1
H -3.54608 0.69255 1.08044 0.1 0.0 -0.3
H -3.65065 0.32253 -0.67094 0.0 0.0 0.2
H -4.25519 1.86042 -0.06345 0.1 -0.1 0.1
H -2.50020 0.31996 -2.55080 -0.1 -0.2 -0.1
H -1.07688 0.94193 -3.35152 0.2 -0.2 -0.1
H -2.48746 1.96680 -3.16681 -0.1 0.2 0.2
H 1.78190 2.96060 -1.89646 0.1 -0.1 0.0
H 0.48514 3.84433 -2.68844 -0.1 0.2 0.0
H 0.73964 2.15922 -3.06145 0.1 -0.2 -0.1
O 0.28834 -0.35181 -1.89898 0.5 -0.6 -1.3
H 0.86844 -1.14353 -1.95756 -0.6 0.9 0.5
C 0.74886 -1.43907 0.33524 0.5 -3.5 0.6
C 1.00805 -2.65284 0.50449 -0.4 3.0 -0.7
C 1.57843 -3.93121 0.68546 -0.2 -0.5 0.2
C 2.89649 -4.17692 0.23462 -0.3 -0.6 0.1
C 3.45051 -5.44430 0.38694 -0.5 -0.1 0.1
C 2.71889 -6.44064 1.06205 0.3 0.0 0.1
C 1.44771 -6.20104 1.60554 0.2 0.4 -0.8
C 0.84558 -4.97761 1.32767 0.3 0.4 -0.1
H 3.43969 -3.38803 -0.27891 -0.2 0.0 0.2
H 4.44158 -5.64839 -0.04496 -0.5 -0.1 0.3
H 3.14032 -7.43097 1.14659 0.2 -0.1 0.2
H 0.91704 -6.96757 2.18621 0.2 0.3 -0.4
H -0.20406 -4.78919 1.58072 0.5 0.1 0.1